# 1
Entry from OMol25: CH3OP in the gas phase at a distorted geometry (the ωB97M-V functional and the def2-TZVPD basis).

## Properties
Lowest unoccupied orbital energy   0.82 eV
Relative energy (zero: lowest compared OMol25 entry of this formula, charge and spin)   1.389 eV
HOMO level   -9.525 eV
Charge   0
Orbital gap   10.34 eV
Largest force on an atom   3.1 eV/A
SMILES   C1OP1

CARTESIAN COORDINATES (ANGSTROEM)
O 0.3698 0.4614 1.0783
P 0.8393 -0.8054 0.0974
C -0.2399 0.5800 -0.2472
H -1.2770 0.3518 -0.2419
H 0.2494 1.2614 -1.0669
H 0.0584 -1.8491 0.3803

# 2
Entry from OMol25: C34H57N3O3RhSi as an isolated structure at a distorted geometry (the ωB97M-V functional and the def2-TZVPD basis).

## Properties
Lowest unoccupied orbital energy (alpha / beta)   -4.33 / -5.56 eV
Relative energy (zero: lowest compared OMol25 entry of this formula, charge and spin)   1.892 eV
HOMO level (alpha / beta)   -10.871 / -11.632 eV
Multiplicity   5
Charge   +1
Orbital gap (alpha / beta)   6.54 / 6.07 eV
Largest force on an atom   4.0 eV/A

CARTESIAN COORDINATES (ANGSTROEM)
C 1.6536 1.5046 -3.3173
C 4.8107 0.4947 -0.3272
H -3.1655 3.2882 -1.8629
C 1.8182 2.6188 0.7066
C 3.4581 -1.8555 2.3346
O 0.6233 0.4998 -3.3831
H 2.0391 3.4200 -0.0054
H 0.5187 1.9514 -5.8292
H 3.5647 -1.6211 3.4065
C 0.1668 0.1317 -4.6942
C -2.5322 -0.9996 -2.3710
C -1.7334 2.6793 2.7892
Rh 0.1187 -0.6165 1.1780
H 2.9746 -1.3240 -3.6973
C -0.7568 -0.6669 3.8588
O -2.0533 0.2911 -2.7735
C -1.8310 -0.9340 4.9020
H -1.9038 3.0410 -3.0916
H 2.4995 1.0704 -2.7672
H 4.2053 -2.6193 2.0838
N -1.2406 -0.1554 2.6360
C 3.6576 -0.6397 1.4772
H 1.5720 -3.8995 0.1519
C -2.8283 1.6983 2.4736
C -3.2939 -2.0629 1.8602
C -2.5316 0.3011 2.4035
H -2.4372 -1.6137 -3.2779
H -0.9468 2.6906 2.0180
H -3.5278 2.3137 -3.2849
C -0.2980 1.2772 -5.5600
C 2.6605 1.1127 4.3094
H 0.0554 -0.3570 -1.6418
C 1.4767 0.4800 3.6222
C -2.7410 2.5719 -2.5675
C 2.3222 -3.6356 -0.6053
H 0.9690 -0.4423 -5.1931
C 3.2235 -1.6946 -2.6942
C -3.9409 -1.0333 -1.8280
H 0.2648 -1.6897 -0.1653
H -2.2665 -2.2423 1.5170
H -1.3596 -1.3658 5.7961
H 3.5352 0.4469 4.3122
H -3.4280 -2.6212 2.8001
H -1.1025 1.8319 -5.0651
H 5.6032 0.4985 -1.0658
H -2.5825 -1.6431 4.5304
H 4.0045 2.4151 -0.9402
C 2.7505 0.4455 1.5401
H 1.9607 3.3844 -2.3206
C -3.5669 -0.6028 2.0254
N 1.5668 0.3104 2.2917
H 1.5738 -0.2745 -0.5579
C 1.1382 2.7244 -2.5986
C 2.8674 1.5515 0.6656
H -1.8216 -1.4067 -1.6415
H 2.9371 2.0605 3.8326
H 3.2352 -3.3137 -0.0806
H 1.7402 3.0726 1.7051
C -4.1177 2.1443 2.2149
H -3.0291 1.0475 -1.0428
H 2.0282 1.7588 -4.3192
C 0.4360 -3.0577 -2.9621
H 2.3962 1.3160 5.3503
H 0.8224 2.2046 0.4690
N 0.3115 -2.2259 2.1634
H -3.9704 -2.4938 1.1114
C 0.7300 -0.8972 -0.8720
H 5.3694 -1.4529 0.4687
H -1.3294 1.5373 -1.3077
C -4.8531 -0.1179 1.8167
H -5.6427 -0.8270 1.5857
H 3.7362 -0.8917 -2.1507
H -0.7042 0.8589 -6.4877
H -4.3205 3.2143 2.2827
H 0.6170 2.4508 -1.6796
C -0.1153 -2.2953 3.3722
C 0.3947 0.0876 4.3715
H 0.4456 3.2718 -3.2416
C 4.6884 -0.6061 0.5318
O -0.2505 -3.0917 4.2867
C -2.2864 1.3461 -1.8158
H 3.9455 -2.5173 -2.8064
H -0.2823 -3.6629 -2.3939
H -0.1102 -2.2645 -3.4851
H 2.4573 -2.3077 2.2060
Si 1.6957 -2.3191 -1.7913
H -0.6847 -0.5446 -4.5343
H -4.3386 -2.0288 -2.0287
H -4.5846 -0.2805 -2.2891
H 0.3966 0.3689 5.4290
H -6.1560 1.6067 1.7497
H -2.1529 3.6909 2.8239
H -1.2489 2.4655 3.7514
C -5.1418 1.2494 1.9102
H -3.9240 -0.9207 -0.7474
C 3.9145 1.5695 -0.2591
H 2.5746 -4.5373 -1.1861
H 0.9375 -3.6971 -3.7049
H -2.3298 0.0016 5.1909

# 3
Entry from OMol25: C4H8O2 in the gas phase (the ωB97M-V functional and the def2-TZVPD basis).

## Properties
Lowest unoccupied orbital energy   0.90 eV
Relative energy (zero: lowest compared OMol25 entry of this formula, charge and spin)   1.016 eV
HOMO level   -9.723 eV
Charge   0
Orbital gap   10.63 eV
Largest force on an atom   0.7 eV/A
SMILES   CC(=O)CCO

CARTESIAN COORDINATES (ANGSTROEM)
O -2.2129 1.1042 0.1285
H 2.3397 -1.1988 -0.3581
C -0.5115 -0.6419 -0.4457
O 0.4482 1.4809 -0.0710
C 0.6681 0.2952 -0.2504
H -1.2181 -0.0394 1.5213
H -1.5409 1.7898 0.2611
H 2.7086 0.5026 -0.7811
C 2.1151 -0.1524 -0.1370
H -0.8923 -0.5644 -1.4716
H -2.4824 -0.8218 0.5389
H 2.4226 0.0690 0.8926
C -1.6413 -0.1259 0.5097
H -0.2029 -1.6970 -0.3371